C5H8N2O2S | ωB97M-V/def2-TZVPD

Computed properties:
gap between HOMO and LUMO	7.84	eV
highest occupied orbital energy	-8.66	eV
SMILES	CC(C)=NC=O.ON=C=S
molar mass	160.20	g/mol
F_max	0.16096	hartree/bohr
electronic energy	-23219.341	eV

Element x y z (Å)
C  0.8040  0.4970  0.7065
C  2.8274  -1.6479  0.0913
C  -1.3595  0.4721  -0.2010
C  -2.2245  0.7025  0.9868
C  -1.8494  -0.3928  -1.3270
N  -0.0670  0.8108  -0.1477
N  2.7973  -0.4877  -0.4032
O  0.5639  -0.1217  1.7259
O  3.9907  0.1043  -0.8408
S  1.8701  -2.7332  0.7339
H  1.8408  1.0083  0.5777
H  -1.4486  0.8411  1.7959
H  -2.8525  -0.0921  1.2826
H  -2.6230  1.6647  0.7702
H  -1.1550  -0.7094  -2.0494
H  -2.4959  -1.2620  -0.8982
H  -2.5209  0.2859  -1.9831
H  3.9022  1.0601  -0.8203